64
Properties=species:S:1:pos:R:3:lowdin_charge:R:1 method="wB97M-V/def2-TZVPD" homo_lumo_gap_ev=9.95 lumo_energy_ev=-2.9270 multiplicity=1 total_charge=+1 max_force_ha_per_bohr=0.2221
O -2.32 -3.71 -1.94 -0.070
H -0.42 1.04 2.26 0.120
H -1.76 -3.48 -2.68 -0.054
O 0.63 -4.72 -0.29 -0.079
H 1.01 -5.40 -0.78 0.006
H -3.23 -3.77 -2.34 0.090
O 0.50 -2.04 0.73 -0.075
H 0.05 -2.27 -0.04 -0.010
H 1.98 -0.47 1.63 0.032
O -1.26 2.70 -3.88 0.035
H 1.04 0.34 0.71 0.014
H 3.14 2.19 -2.41 0.071
O -2.68 0.92 0.73 -0.049
H -3.64 1.21 0.47 0.161
H -2.88 0.50 1.57 0.047
O 2.00 0.30 0.95 -0.144
H -1.80 2.62 -4.57 -0.027
H 3.60 3.22 2.10 -0.018
O 1.67 -2.90 -3.29 -0.095
H 2.52 -2.49 -2.94 0.070
H 1.55 -3.85 -3.25 0.042
O -1.91 4.69 -0.17 -0.027
H -2.33 4.30 0.58 0.017
H -1.14 4.06 -0.34 0.055
O 2.58 -0.70 3.11 -0.110
H 2.89 0.31 3.04 0.115
H 3.30 -1.27 3.52 0.111
O 0.06 1.55 4.44 0.008
H 0.67 1.53 5.19 0.075
H -0.61 1.44 5.01 -0.016
O 1.81 4.26 -0.40 -0.029
H 2.75 4.47 -0.44 0.069
H 1.99 3.45 0.09 0.011
O -1.03 -2.95 -3.90 -0.036
H -0.69 -2.71 -4.72 0.047
H -0.40 -2.73 -3.16 0.066
O 2.53 -1.39 -1.02 -0.042
H 2.83 -1.95 -0.47 -0.079
H 2.78 -0.39 -0.79 0.106
O 2.85 3.04 1.79 0.120
H 2.49 2.24 1.89 -0.022
H -2.15 -3.27 1.54 -0.042
O -1.94 -1.25 2.35 -0.019
H -1.76 -1.26 3.37 0.146
H 0.13 4.23 0.88 0.084
O -4.76 -0.98 -0.79 -0.013
H -1.31 1.97 -3.35 -0.036
O -0.53 0.83 -1.24 -0.039
H -0.30 0.90 -0.34 -0.065
H 0.05 0.05 -1.54 0.092
O -1.72 -3.38 0.80 0.013
H -2.14 -3.75 0.03 0.018
H -0.42 -4.59 -0.23 0.094
O 2.41 1.56 -2.62 -0.040
H -1.26 -1.43 1.83 -0.087
H 2.61 0.71 -2.94 -0.008
O 0.35 3.82 1.72 0.150
H -0.06 2.76 1.78 0.108
H 1.29 3.84 1.59 0.049
O -0.30 1.49 1.34 -0.114
H 0.56 -3.01 1.08 0.101
H -1.34 1.44 1.01 0.080
H -4.53 -0.47 -1.59 0.064
H -3.97 -1.41 -0.71 -0.043



10
Properties=species:S:1:pos:R:3:lowdin_charge:R:1 method="wB97M-V/def2-TZVPD" homo_lumo_gap_ev=10.04 lumo_energy_ev=0.5385 multiplicity=1 max_force_ha_per_bohr=0.1200 smiles=[SiH3]N[SiH](Cl)Cl
Si -1.41 -0.69 -0.04 0.382
N -0.31 0.45 0.65 -0.365
Si 1.64 0.58 -0.25 -0.206
Cl 2.03 -1.49 -0.47 0.192
Cl 2.74 1.41 1.13 0.365
H -2.64 -0.09 0.44 -0.098
H -1.56 -0.76 -1.57 -0.072
H -1.30 -1.91 0.73 -0.094
H -0.65 1.35 0.92 -0.039
H 1.45 1.16 -1.55 -0.066



46
Properties=species:S:1:pos:R:3:lowdin_charge:R:1 method="wB97M-V/def2-TZVPD" homo_lumo_gap_ev=8.36 lumo_energy_ev=0.0091 multiplicity=1 max_force_ha_per_bohr=0.0767
H -0.03 3.14 0.81 0.095
N 0.29 1.80 -0.79 0.011
B 0.71 0.75 -3.14 -0.508
N 0.62 1.94 -2.11 -0.015
C 0.77 3.26 -2.38 -0.064
Be 0.00 0.00 0.00 0.597
H 1.04 3.58 -3.38 0.124
C 0.53 4.00 -1.22 -0.052
H 0.57 5.08 -1.09 0.098
C 0.22 3.03 -0.24 -0.112
H 1.19 1.21 -4.15 0.117
C -2.17 -2.84 1.57 -0.063
H -2.44 -3.20 2.57 0.017
H -1.13 -3.35 1.38 0.054
H -2.80 -3.27 0.78 0.012
N -0.68 0.17 -3.44 -0.062
N 1.65 -0.33 -2.56 -0.030
N -1.50 -0.34 -2.48 0.039
N 1.53 -0.79 -1.29 0.031
C -1.30 0.16 -4.66 -0.084
C 2.67 -0.98 -3.19 -0.063
H -0.78 0.53 -5.55 0.117
H 2.92 -0.74 -4.22 0.125
C -2.57 -0.37 -4.49 -0.076
C 3.23 -1.89 -2.29 -0.059
C -2.64 -0.67 -3.11 -0.165
C 2.48 -1.73 -1.11 -0.128
H -3.33 -0.54 -5.26 0.091
H 4.06 -2.57 -2.47 0.096
H -3.46 -1.11 -2.54 0.100
H 2.58 -2.22 -0.14 0.108
H -2.24 -1.73 1.53 0.019
Cl -0.03 2.27 3.86 0.655
C -0.06 0.52 3.98 -0.579
C -0.51 -0.03 5.19 -0.118
C -0.54 -1.42 5.36 -0.095
C -0.13 -2.26 4.33 -0.095
C 0.32 -1.72 3.12 -0.096
C 0.35 -0.34 2.93 -0.324
C 0.90 0.20 1.63 -0.169
H -0.82 0.61 6.00 0.096
H -0.88 -1.84 6.30 0.098
H -0.15 -3.33 4.47 0.101
H 0.66 -2.39 2.34 0.097
H 1.05 1.29 1.71 -0.003
H 1.92 -0.22 1.49 0.062